Below is C14H34BCrF4NO8 as an isolated structure at a distorted geometry, with properties calculated with the ωB97M-V functional and the def2-TZVPD basis.

Structure (XYZ):
```
63
Properties=species:S:1:pos:R:3:forces:R:3:nbo_charge:R:1
Cr 0.3700 0.2053 0.0665 -0.1 -0.8 -1.4 1.41
N -1.2708 -0.9878 -2.7776 0.7 -0.2 0.3 -0.95
H -1.5717 -0.4582 -1.9114 -0.5 0.6 0.9 0.47
H -0.2614 -1.1753 -2.5022 0.6 0.0 0.2 0.48
H -1.2913 -0.3988 -3.6012 -0.3 -0.2 -0.1 0.41
H -1.7915 -1.8550 -2.8380 -0.1 0.1 -0.3 0.42
C -3.9579 -0.7011 -0.4068 0.2 -0.5 0.1 -0.63
C -3.0313 0.4622 -0.0495 -0.4 0.8 0.0 0.13
C -3.1779 0.8032 1.4370 0.4 -0.3 -0.1 -0.62
O -1.7140 0.2623 -0.4253 0.4 -0.7 -0.8 -0.97
H -4.0423 -0.9446 -1.4709 0.2 0.3 -0.1 0.18
H -4.9761 -0.5337 -0.0518 0.0 0.0 0.1 0.21
H -3.5648 -1.6083 0.0655 -0.1 0.0 0.1 0.19
H -3.4100 1.3676 -0.5571 -0.2 0.0 -0.3 0.12
H -4.2137 0.9638 1.7387 0.0 0.0 -0.1 0.20
H -2.6055 1.7028 1.6601 0.1 -0.1 0.1 0.22
H -2.7637 -0.0302 2.0134 0.0 0.1 0.2 0.18
C 3.5054 -1.0223 -0.9436 1.2 -0.2 -0.2 -0.63
C 2.4398 -1.2942 -1.9766 -0.3 1.2 -0.5 0.13
C 2.5187 -2.6627 -2.6369 0.2 -0.5 0.3 -0.62
O 1.1665 -0.9737 -1.5125 -1.7 0.0 0.4 -0.96
H 3.5390 -0.0119 -0.5369 -0.6 0.1 -0.1 0.21
H 4.4607 -1.1058 -1.4800 0.1 -0.3 0.3 0.20
H 3.5022 -1.7043 -0.0907 -0.1 -0.1 -0.1 0.21
H 2.6636 -0.6476 -2.8506 0.1 0.4 0.3 0.11
H 3.5376 -2.9220 -2.9394 0.1 0.2 0.2 0.21
H 1.9673 -2.6543 -3.5793 -0.4 -0.1 0.2 0.19
H 2.1797 -3.4506 -1.9584 -0.2 0.0 -0.2 0.20
B 1.3235 1.6238 2.0916 1.6 2.1 0.8 1.34
F -0.0372 1.5861 1.6260 0.0 -0.6 0.1 -0.53
F 1.4882 1.3648 3.4429 -0.7 -0.1 -0.5 -0.54
F 2.0657 0.7139 1.3315 0.1 -1.3 -0.4 -0.54
F 1.8686 2.8692 1.7276 -0.6 0.0 0.4 -0.56
C 4.5750 3.8020 -2.1002 -0.5 -0.1 0.0 -0.62
C 3.4454 2.7948 -1.9385 0.9 -0.1 -0.6 -0.07
O 2.2178 3.4846 -2.2083 0.0 0.2 0.3 -0.48
C 1.1016 2.9306 -1.7828 0.2 0.2 -0.2 1.03
O 1.0355 1.9204 -1.1299 -0.1 -0.2 0.1 -0.68
O 0.0959 3.6625 -2.2175 -0.4 0.3 -0.4 -0.48
C -1.2260 3.3247 -1.8102 -0.4 -1.0 0.7 -0.27
H 5.5196 3.2612 -2.1256 0.1 0.1 0.1 0.22
H 4.5464 4.5165 -1.2789 0.2 0.0 0.0 0.22
H 4.4569 4.3524 -3.0335 0.1 0.0 0.0 0.21
H 3.5091 2.3177 -0.9624 -0.6 0.2 0.1 0.21
H 3.5280 2.0162 -2.7012 0.0 -0.1 0.1 0.18
H -1.1979 2.7686 -0.8695 0.0 0.5 0.2 0.22
H -1.7405 2.6083 -2.4569 0.4 0.2 -0.6 0.18
H -1.8140 4.2333 -1.7630 0.2 0.1 0.1 0.20
C -1.5207 -1.4787 5.3612 0.0 -0.8 -0.1 -0.62
C -0.8960 -1.2609 4.0137 1.1 1.0 -0.1 -0.08
O -1.3286 -2.2803 3.1036 -0.7 -0.5 0.4 -0.52
C -0.8889 -2.2581 1.8593 -0.7 0.3 1.0 1.04
O -0.1014 -1.4591 1.4402 0.8 0.2 -0.2 -0.67
O -1.4435 -3.1819 1.1159 0.7 -0.6 -1.5 -0.49
C -2.4842 -4.0168 1.5663 -1.6 0.7 0.8 -0.25
H -2.5972 -1.6369 5.2929 0.0 0.2 0.0 0.21
H -1.2994 -0.6501 6.0289 0.0 0.1 -0.1 0.23
H -1.0824 -2.3888 5.7771 -0.1 0.1 0.2 0.21
H 0.1931 -1.3097 4.0904 0.0 -0.1 0.0 0.20
H -1.0804 -0.2637 3.6084 -0.4 -0.2 -0.2 0.21
H -3.2988 -3.3549 1.8878 0.1 -0.3 0.3 0.19
H -2.2173 -4.6718 2.3934 0.3 0.0 -0.1 0.20
H -2.9226 -4.5644 0.7353 0.7 -0.1 -0.2 0.20
```
Forces are in eV/Å.

## Properties
Spin multiplicity: 5
HOMO level (alpha / beta), eV: -7.255 / -8.511
LUMO (alpha / beta), eV: 0.02 / 0.02
M, g mol⁻¹: 483.225